{"formula": "C2H8S2", "method": "ωB97M-V/def2-TZVPD", "symbols": ["S", "H", "H", "C", "S", "C", "H", "H", "H", "H", "H", "H"], "xyz": [[-2.52970, 1.38033, 0.03402], [-2.34607, 1.11640, -1.28173], [-3.85232, 1.13139, -0.01732], [1.06890, -0.63618, -1.22197], [0.68809, 0.71856, -0.06421], [0.80472, -0.14553, 1.50708], [0.16194, -1.07665, -1.63071], [1.58548, -0.26763, -2.11140], [1.72510, -1.32512, -0.69950], [0.76080, 0.63419, 2.26458], [1.81771, -0.54822, 1.62301], [0.11534, -0.98154, 1.59817]], "lowdin_charge": [0.432, -0.206, -0.228, -0.407, 0.665, -0.439, 0.026, 0.029, 0.028, 0.029, 0.031, 0.039], "homo_ev": -8.364, "multiplicity": 1, "orbital_gap_ev": 9.16, "smiles": "CSC.S"}

{"formula": "C2H8S3", "method": "ωB97M-V/def2-TZVPD", "symbols": ["S", "S", "H", "H", "C", "C", "S", "H", "H", "H", "H", "H", "H"], "xyz": [[-2.14879, -0.14098, 0.54538], [-1.41241, 1.87144, 0.12657], [-1.77572, -0.11979, 1.82847], [-0.62771, 1.40160, -0.83862], [0.96350, -2.25840, -1.01576], [1.43413, -0.78822, -1.09594], [2.33787, -0.22878, 0.35969], [-0.12194, -2.23470, -0.91894], [1.20790, -2.74270, -1.95766], [1.37558, -2.81461, -0.17901], [0.61916, -0.09189, -1.26890], [2.03821, -0.70383, -2.00134], [2.77596, 0.94613, -0.18059]], "lowdin_charge": [-0.119, -0.120, -0.296, -0.341, -0.171, -0.650, 0.627, 0.041, 0.056, 0.052, 0.007, 0.054, -0.139], "total_charge": -1, "homo_ev": [-0.113, -3.622], "s_squared": 0.754, "multiplicity": 2, "orbital_gap_ev": [3.28, 6.76]}

{"formula": "C2H8S3", "method": "ωB97M-V/def2-TZVPD", "symbols": ["S", "S", "H", "H", "C", "S", "C", "H", "H", "H", "H", "H", "H"], "xyz": [[0.48147, -1.42257, 2.35508], [1.80288, -0.55972, 0.96706], [1.43608, -2.25704, 2.77963], [1.02063, 0.47676, 0.63937], [0.07279, 0.21950, -2.05492], [-0.94894, 1.48439, -1.25894], [-2.55338, 1.10325, -1.96286], [1.10564, 0.53665, -2.07674], [-0.28543, 0.17098, -3.07356], [-0.03180, -0.76860, -1.62163], [-3.33297, 1.18780, -1.21063], [-2.79689, 1.80332, -2.76169], [-2.49428, 0.11016, -2.42018]], "lowdin_charge": [0.233, 0.229, -0.216, -0.237, -0.454, 0.714, -0.435, 0.025, 0.024, 0.025, 0.028, 0.028, 0.037], "homo_ev": -8.464, "multiplicity": 1, "orbital_gap_ev": 8.77, "smiles": "CSC.SS"}

We obtain total energy values of -23873.747 -34708.920 -34708.861 eV for the records listed above, in that order.